This record from the OMol25 dataset describes a structure of composition C15H23AsF6I2IrNSSe2Te. The level of theory is ωB97M-V/def2-TZVPD.

Geometry (Å):
Ir: 0.80984 0.30720 0.97173
C: 1.09916 -2.39831 -3.37239
Se: -0.33263 -1.54710 -2.37356
C: -0.53825 -2.88032 -0.96121
C: -1.61886 -2.43489 -0.00155
Se: -1.44123 -0.50709 0.40379
C: -2.64773 -0.34274 1.91310
H: 1.89019 -2.68807 -2.69173
H: 1.46873 -1.66128 -4.08018
H: 0.69327 -3.25394 -3.90305
H: 0.41686 -3.00181 -0.45533
H: -0.83534 -3.83639 -1.39194
H: -1.59224 -2.93712 0.96516
H: -2.61617 -2.48626 -0.44117
H: -3.64659 -0.56998 1.54252
H: -2.59590 0.68159 2.27108
H: -2.34668 -1.04911 2.68200
I: 0.06481 2.79804 1.02604
C: 1.97659 3.26158 1.88229
I: 3.13920 1.53802 1.39964
H: 1.85946 3.35061 2.95684
H: 2.37475 4.16055 1.42466
S: 0.57218 0.03903 3.22948
C: -0.13375 -1.48898 3.24203
N: -0.66413 -2.51275 3.19295
C: -8.82051 1.51049 -0.38480
C: -7.33925 1.39850 -0.53801
C: -6.47652 2.23446 0.18187
C: -5.11013 2.16566 0.04122
C: -4.25443 3.09767 0.85708
C: -4.57165 1.21778 -0.88523
Te: -2.62089 1.29970 -1.38599
C: -5.43480 0.32657 -1.59642
C: -4.95683 -0.73232 -2.55233
C: -6.79518 0.45259 -1.40668
H: -9.10094 2.21650 0.39246
H: -9.25695 0.53694 -0.15677
H: -9.26345 1.83901 -1.32790
H: -6.90413 2.95915 0.86322
H: -4.88130 3.73056 1.48075
H: -3.64441 3.74847 0.23026
H: -3.58600 2.54100 1.51759
H: -3.90039 -0.97135 -2.45542
H: -5.13160 -0.41614 -3.58269
H: -5.52938 -1.64719 -2.40000
H: -7.46430 -0.20829 -1.94544
F: 1.60369 -1.55040 0.85554
As: 3.46498 -2.35881 1.11575
F: 2.61444 -3.48190 2.05386
F: 3.06491 -3.20173 -0.30731
F: 3.96314 -1.02652 0.09397
F: 5.00749 -2.98410 1.30377
F: 3.53525 -1.26211 2.43355

Summary:
- Frontier orbital gap: 5.8 eV
- Highest occupied orbital energy: -0.5254 hartree
- Charge: +2

These are the natural (NBO) partial charges, in e, on atoms 1 to 6: atom 1 (Ir): 0.4979, atom 2 (C): -0.7556, atom 3 (Se): 0.2698, atom 4 (C): -0.6025, atom 5 (C): -0.5225, atom 6 (Se): 0.6022

This record from the OMol25 dataset describes a structure of composition C15H23B2Br39NO3S at a distorted geometry. The level of theory is ωB97M-V/def2-TZVPD.

Geometry (Å):
C: 0.58657 3.44867 1.55312
C: 0.43878 2.02350 0.69264
O: -0.22842 1.04777 1.56547
B: -1.40333 0.42423 0.92857
O: -1.47944 -1.07713 1.02433
S: -2.81679 1.34158 0.06677
B: -4.23319 1.72076 1.25463
N: -4.05650 1.85468 2.77409
O: -5.60845 1.93485 0.68863
H: 0.50066 3.25466 2.72542
H: 1.64179 3.95255 1.34162
H: -0.21503 4.25393 1.22454
H: 1.54151 1.64621 0.44039
H: -0.10035 2.24053 -0.32244
H: -1.91093 -1.31472 1.91974
H: -2.26199 2.62662 -0.22563
H: -3.02841 1.83414 3.03611
H: -4.32971 2.86394 2.96827
H: -5.75177 2.93996 0.64810
C: 4.65395 3.36577 -0.88070
Br: 4.67834 3.63262 1.04603
Br: 3.23933 2.14641 -1.42482
Br: 4.56517 5.05340 -1.84412
H: 5.60439 2.89342 -1.15012
C: -4.07662 -3.49309 0.36263
Br: -5.15764 -3.99283 -1.17547
Br: -5.16055 -2.75930 1.80161
Br: -2.96312 -4.96630 0.97414
H: -3.40089 -2.69685 0.03337
C: 2.92724 -1.53353 1.25863
Br: 3.65330 0.27099 1.23292
Br: 3.53151 -2.57879 -0.26660
Br: 3.28963 -2.43563 2.94357
H: 1.83949 -1.44176 1.17257
C: 1.92338 -3.36987 -3.79782
Br: 0.84236 -3.86961 -5.33592
Br: 0.83945 -2.63607 -2.35883
Br: 3.03688 -4.84307 -3.18631
H: 2.59911 -2.57362 -4.12708
C: 7.02338 -3.31602 -4.38244
Br: 5.94236 -3.81576 -5.92054
Br: 5.93945 -2.58223 -2.94345
Br: 8.13688 -4.78923 -3.77092
H: 7.69911 -2.51978 -4.71169
C: -5.74814 0.12055 6.08195
Br: -5.58037 -0.81200 4.38304
Br: -4.20342 -0.17636 7.22639
Br: -6.11225 2.01539 5.83470
H: -6.61464 -0.30697 6.59715
C: 4.23869 -8.73353 -4.54068
Br: 5.22856 -10.36352 -4.92459
Br: 5.39973 -7.17319 -4.50370
Br: 2.74085 -8.49252 -5.75828
H: 3.81896 -8.84365 -3.53533
C: -7.63949 0.97285 -2.25025
Br: -8.72052 0.47311 -3.78836
Br: -8.72343 1.70665 -0.81127
Br: -6.52600 -0.50035 -1.63874
H: -6.96377 1.76910 -2.57951
C: -4.17010 5.60222 7.69790
Br: -3.18022 3.97223 7.31399
Br: -3.00905 7.16256 7.73488
Br: -5.66793 5.84323 6.48030
H: -4.58983 5.49211 8.70325
C: 5.50443 4.31497 -5.71839
Br: 7.18238 4.39857 -4.73778
Br: 4.56640 2.63959 -5.40655
Br: 4.37483 5.85590 -5.35278
H: 5.75482 4.34770 -6.78388
C: 4.00443 -12.29373 -1.78796
Br: 5.68238 -12.21012 -0.80734
Br: 3.06640 -13.96911 -1.47612
Br: 2.87483 -10.75280 -1.42234
H: 4.25482 -12.26100 -2.85344
C: -5.68798 1.79135 10.80843
Br: -3.81437 1.26974 10.76834
Br: -6.28303 2.21521 12.61129
Br: -6.06337 3.23812 9.56340
H: -6.26839 0.92450 10.47568
C: 3.61088 9.41154 -7.93640
Br: 5.18402 9.22917 -9.06605
Br: 2.48537 7.82628 -8.00123
Br: 4.08223 9.89043 -6.11085
H: 3.02036 10.23973 -8.34189

Summary:
- Frontier orbital gap: 6.5 eV
- Highest occupied orbital energy: -0.4171 hartree
- Charge: +1

These are the Löwdin partial charges, in e, on atoms 1 to 6: atom 1 (C): -0.0681, atom 2 (C): -0.2643, atom 3 (O): -0.0404, atom 4 (B): -0.5885, atom 5 (O): 0.0156, atom 6 (S): 1.1871

This record from the OMol25 dataset describes a structure of composition C15H23BFeN6Si at a distorted geometry. The level of theory is ωB97M-V/def2-TZVPD.

Geometry (Å):
H: 1.87629 3.56912 0.83311
N: 1.63552 1.89003 -0.50841
B: 0.76222 0.38269 -2.45765
N: 0.78902 1.66063 -1.58177
C: 0.08721 2.78704 -1.81602
Fe: 2.74351 0.74877 0.30971
H: -0.59704 2.86038 -2.65220
C: 0.42568 3.73634 -0.85435
H: 0.02788 4.73204 -0.77403
C: 1.38168 3.15526 -0.03368
H: 1.28596 0.54649 -3.52627
C: -1.46364 -1.86652 0.99127
H: -2.55928 -1.90546 0.98510
H: -1.09450 -2.90246 0.97936
H: -1.13728 -1.40719 0.04538
N: -0.75377 0.06735 -2.63988
N: 1.38367 -0.80029 -1.69474
N: -1.38674 -0.94248 -1.96044
N: 2.29430 -0.69113 -0.65736
C: -1.61395 0.66257 -3.50861
C: 1.23104 -2.10531 -1.99729
H: -1.28718 1.47789 -4.14514
H: 0.61839 -2.42037 -2.82884
C: -2.85114 0.03255 -3.38049
C: 1.96628 -2.86465 -1.09080
C: -2.66195 -0.95346 -2.38900
C: 2.62766 -1.96749 -0.26404
H: -3.74990 0.25760 -3.92450
H: 2.01135 -3.93957 -1.03628
H: -3.39336 -1.64604 -1.99224
H: 3.31106 -2.17186 0.54839
H: -1.80367 -1.17844 2.87023
C: 3.14547 -0.41309 2.90327
Si: 1.47307 0.29129 3.38865
C: 1.16402 -0.07697 5.21711
C: 1.55488 2.16253 3.23406
C: 0.17809 -0.50570 2.35380
C: -0.97125 -1.10106 2.17548
H: 3.63112 -0.76014 3.82640
H: 3.82240 0.31808 2.41877
H: 2.99438 -1.28529 2.25767
H: 1.68390 0.64339 5.86673
H: 0.08739 -0.02094 5.43667
H: 1.50844 -1.08806 5.47923
H: 2.56654 2.51390 2.98141
H: 0.85428 2.52993 2.47365
H: 1.28045 2.61901 4.19807

Summary:
- Frontier orbital gap (alpha / beta): 7.5 / 6.9 eV
- Highest occupied orbital energy (alpha / beta): -0.2691 / -0.2504 hartree
- Charge: 0
- Expectation value of S²: 6.07
- Multiplicity: 5

These are the natural (NBO) partial charges, in e, on atoms 1 to 6: atom 1 (H): 0.2238, atom 2 (N): -0.4239, atom 3 (B): 0.5649, atom 4 (N): -0.2984, atom 5 (C): 0.0204, atom 6 (Fe): 0.7842